No. 1
A cluster of 11 separate species, C46H62F16O29 in total. Source: the OMol25 dataset; level of theory: the ωB97M-V functional and the def2-TZVPD basis.

HOMO energy (alpha / beta): 0.07 / -8.76 eV
<S²>: 0.751
Largest force on an atom: 6.18 eV/A
Kohn-Sham gap (alpha / beta): 1.329 / 10.076 eV
2S+1: 2
Total charge: -1

```
153
C46H62F16O29, DFT the ωB97M-V functional and the def2-TZVPD basis
F 11.488 -9.829 10.766
F 12.919 -12.370 8.549
F 15.897 -8.398 9.250
F 12.108 -9.568 8.731
F 10.867 -11.970 9.269
F 14.653 -17.810 12.439
F 14.070 -8.077 8.291
F 14.029 -15.051 13.280
F 12.964 -14.852 11.354
F 14.817 -16.632 8.367
F 13.589 -15.192 6.212
F 13.926 -5.889 10.427
F 11.878 -15.165 7.436
F 13.167 -17.732 7.522
F 15.431 -16.423 10.916
F 16.048 -6.266 10.486
O 19.455 -22.678 13.288
O 10.672 -18.209 12.429
O 15.674 -18.634 16.882
O 18.283 -21.214 11.963
O 19.666 -17.431 6.839
O 12.319 -10.483 13.217
O 13.346 -10.252 15.116
O 8.502 -18.078 9.821
O 9.058 -19.831 8.726
O 21.281 -19.114 7.098
O 19.052 -16.948 13.725
O 12.656 -21.508 8.117
O 7.200 -19.943 9.965
O 11.102 -20.459 12.444
O 18.499 -23.259 11.281
O 12.675 -8.417 13.902
O 14.332 -19.181 18.714
O 21.129 -17.378 8.475
O 18.180 -16.128 11.864
O 14.502 -21.841 9.205
O 12.854 -16.677 9.505
O 12.858 -20.520 10.099
O 10.764 -19.588 14.379
O 13.645 -9.988 10.275
O 19.536 -18.005 11.677
O 10.851 -15.286 14.394
O 9.167 -14.751 13.079
O 13.720 -19.591 16.612
O 8.970 -16.556 14.144
C 11.294 -20.893 14.749
C 16.818 -19.154 14.808
C 14.634 -22.623 8.038
C 18.790 -22.395 12.298
C 10.106 -21.711 15.282
C 9.637 -17.714 9.100
C 13.452 -17.544 10.444
C 20.151 -16.372 8.759
C 6.839 -17.392 13.563
C 12.716 -9.629 14.070
C 20.713 -18.092 7.450
C 11.625 -21.424 13.341
C 17.813 -16.311 7.818
C 14.536 -19.133 17.481
C 14.675 -7.935 9.493
C 18.344 -15.851 14.189
C 14.912 -6.432 9.784
C 13.424 -11.671 14.846
C 12.782 -12.415 16.067
C 18.046 -15.170 12.838
C 15.508 -18.640 15.486
C 13.826 -8.680 10.532
C 13.504 -16.682 8.192
C 14.201 -19.497 15.267
C 8.170 -19.328 9.545
C 18.912 -17.159 12.384
C 17.626 -22.678 10.373
C 13.836 -21.466 5.931
C 8.020 -16.593 13.082
C 9.991 -18.903 8.252
C 12.336 -10.245 9.839
C 13.269 -21.256 9.216
C 17.214 -20.194 10.087
C 19.271 -15.145 15.163
C 10.088 -18.764 6.705
C 7.782 -15.083 12.865
C 14.297 -16.849 11.578
C 13.491 -15.693 12.273
C 9.735 -15.483 13.932
C 13.137 -15.368 7.496
C 10.796 -19.281 13.052
C 19.324 -16.290 7.547
C 17.170 -21.382 11.051
C 12.679 -11.808 13.580
C 12.185 -11.798 9.517
C 13.425 -22.186 7.197
H 19.536 -16.617 9.625
H 13.393 -12.271 12.898
H 10.890 -18.058 6.493
H 11.010 -19.156 8.543
H 17.110 -14.611 12.832
H 13.429 -19.106 14.605
H 16.712 -20.378 9.137
H 12.261 -12.370 10.442
H 7.088 -14.623 13.569
H 7.392 -14.853 11.874
H 11.895 -11.950 16.498
H 13.558 -14.563 8.098
H 17.655 -18.619 15.257
H 14.406 -20.519 14.949
H 18.273 -19.958 9.984
H 15.482 -22.513 7.362
H 19.536 -15.763 16.021
H 15.342 -17.582 15.283
H 10.427 -17.610 9.843
H 20.696 -15.454 8.979
H 17.458 -16.222 14.704
H 12.935 -21.466 5.318
H 9.608 -21.213 16.115
H 6.408 -16.932 14.453
H 16.796 -19.039 13.724
H 11.060 -22.335 13.145
H 11.771 -12.395 13.721
H 15.011 -5.834 8.879
H 12.474 -13.452 15.926
H 14.216 -20.472 6.166
H 14.571 -23.679 8.304
H 14.638 -21.974 5.396
H 17.303 -16.643 6.914
H 7.197 -18.331 13.986
H 14.474 -11.899 14.663
H 20.104 -14.935 14.491
H 14.040 -18.342 9.993
H 12.977 -8.037 10.765
H 16.755 -23.303 10.177
H 16.757 -19.343 10.593
H 9.256 -21.795 14.605
H 12.656 -18.115 10.922
H 14.395 -8.565 11.455
H 12.645 -16.215 12.720
H 9.137 -18.593 6.201
H 19.523 -15.424 6.916
H 18.803 -14.264 15.601
H 9.759 -16.731 8.644
H 16.876 -20.205 15.090
H 12.700 -21.532 13.199
H 18.843 -14.467 12.596
H 13.526 -12.402 16.863
H 8.603 -16.996 12.254
H 18.073 -22.419 9.413
H 17.382 -15.319 7.959
H 6.091 -17.354 12.772
H 16.139 -21.543 11.367
H 12.905 -23.094 6.888
H 10.574 -19.594 6.191
H 12.179 -20.884 15.386
H 17.536 -16.990 8.624
H 10.267 -22.717 15.669
```

Atom charges from the Löwdin analysis, given in e for atoms 1 to 6:
1 F 0.18
2 F 0.11
3 F 0.13
4 F 0.18
5 F 0.08
6 F 0.13

No. 2
A structure of composition C12H18FMnO9. Source: the OMol25 dataset; level of theory: the ωB97M-V functional and the def2-TZVPD basis.

HOMO energy (alpha / beta): -15.18 / -15.18 eV
<S²>: 12.012
Largest force on an atom: 5.86 eV/A
Kohn-Sham gap (alpha / beta): 3.688 / 2.024 eV
2S+1: 7
Total charge: +2

```
41
C12H18FMnO9, DFT the ωB97M-V functional and the def2-TZVPD basis
Mn -1.804 -2.459 2.092
F -0.832 -1.182 0.861
O 0.221 -5.188 -4.138
O 1.065 -4.256 -2.246
O 0.620 1.677 3.975
O -3.981 1.844 -0.330
O -0.775 -3.455 -3.128
O -4.921 2.528 -2.259
O -2.749 1.648 -2.167
O 2.110 1.685 5.635
O 2.636 2.321 3.476
C -1.909 1.149 -1.162
C -3.942 2.042 -1.646
C 0.540 1.889 2.577
C -0.544 -2.614 -2.001
C 1.949 2.159 2.214
C 2.633 0.951 1.514
C 0.148 -4.407 -3.210
C -2.699 1.479 0.132
C -0.575 1.790 -1.301
C 0.686 -3.200 -1.352
C 1.894 -2.227 -1.163
C 1.798 1.887 4.502
H -2.276 2.321 0.681
H -1.407 -2.680 -1.339
H 0.145 1.014 2.062
H 0.363 -3.632 -0.405
H 0.177 1.277 -0.702
H -0.168 1.791 -2.312
H 2.661 -2.678 -0.535
H -0.313 -1.559 -2.146
H 2.231 -1.879 -2.140
H -0.023 2.787 2.324
H -0.607 2.801 -0.896
H -2.675 0.599 0.774
H 1.685 -1.377 -0.513
H 2.213 2.983 1.551
H 2.394 0.000 1.989
H 3.712 1.106 1.477
H 2.221 1.000 0.506
H -1.900 0.063 -1.254
```

Atom charges from the natural (NBO) analysis, given in e for atoms 1 to 6:
1 Mn 1.82
2 F -0.82
3 O -0.52
4 O -0.47
5 O -0.43
6 O -0.47

No. 3
A structure of composition C10H9Cl3N2O4Ru. Source: the OMol25 dataset; level of theory: the ωB97M-V functional and the def2-TZVPD basis.

HOMO energy (alpha / beta): -1.77 / -5.38 eV
<S²>: 8.788
Largest force on an atom: 6.13 eV/A
Kohn-Sham gap (alpha / beta): 4.490 / 7.380 eV
2S+1: 6
Total charge: -1

```
29
C10H9Cl3N2O4Ru, DFT the ωB97M-V functional and the def2-TZVPD basis
Ru 0.380 -1.238 0.196
Cl 0.258 3.872 0.196
Cl -5.035 3.163 0.196
Cl -1.968 -1.209 0.196
O 0.351 0.798 0.196
O 3.897 -1.238 -1.309
O 1.682 -1.239 3.778
O -0.310 -1.238 2.032
N 2.253 -1.238 0.209
N -0.323 -1.238 -1.791
C -1.060 2.721 0.196
C 1.457 -1.239 2.621
C 2.728 -1.239 1.582
C 2.700 -1.238 -1.070
C -3.458 2.471 0.196
C -3.306 1.097 0.196
C -0.823 1.316 0.196
C -2.018 0.539 0.196
C -2.344 3.291 0.196
C 1.626 -1.237 -2.253
H 0.380 -3.066 0.196
H -4.175 0.448 0.196
H -2.455 4.370 0.196
H 3.344 -0.333 1.759
H 1.820 -2.131 -2.886
H 3.344 -2.145 1.759
H 1.819 -0.342 -2.885
H -0.380 -2.073 -2.143
H -0.382 -0.406 -2.144
```

Atom charges from the natural (NBO) analysis, given in e for atoms 1 to 6:
1 Ru 1.12
2 Cl -0.01
3 Cl -0.02
4 Cl 0.18
5 O -0.72
6 O -0.64

No. 4
An isolated molecule of C7H15NO. Source: the OMol25 dataset; level of theory: the ωB97M-V functional and the def2-TZVPD basis.

HOMO energy: -7.09 eV
Relative energy (zero: lowest compared OMol25 entry of this formula, charge and spin): 55.59 kcal per mole
Largest force on an atom: 3.62 eV/A
Kohn-Sham gap: 8.043 eV
2S+1: 1

```
24
C7H15NO, DFT the ωB97M-V functional and the def2-TZVPD basis
O -1.151 -1.439 0.968
N -0.610 -1.078 -1.745
C 1.784 0.651 0.570
C 1.760 -0.628 -2.109
C -0.555 0.500 2.263
C -1.953 0.828 -0.004
C -0.634 -0.134 0.887
C 0.586 -0.113 0.067
C 0.561 -0.647 -1.197
H 2.005 0.405 1.607
H -2.280 0.734 -1.038
H 2.113 0.392 -2.273
H 2.583 -1.207 -1.686
H -0.527 -1.580 -2.619
H 2.677 0.408 0.003
H 0.092 -0.087 2.917
H 1.509 -1.054 -3.079
H -2.821 0.722 0.650
H 1.626 1.731 0.505
H -1.591 1.853 0.072
H -1.993 -1.403 1.438
H -0.178 1.518 2.207
H -1.453 -0.896 -1.116
H -1.548 0.523 2.713
```

Atom charges from the natural (NBO) analysis, given in e for atoms 1 to 6:
1 O -0.73
2 N -0.84
3 C -0.62
4 C -0.65
5 C -0.65
6 C -0.72

No. 5
A structure of composition C2H7NOSi. Source: the OMol25 dataset; level of theory: the ωB97M-V functional and the def2-TZVPD basis.

HOMO energy: -8.72 eV
Relative energy (zero: lowest compared OMol25 entry of this formula, charge and spin): 91.44 kcal per mole
Largest force on an atom: 4.62 eV/A
Kohn-Sham gap: 9.667 eV
2S+1: 1

```
12
C2H7NOSi, DFT the ωB97M-V functional and the def2-TZVPD basis
Si -0.615 1.605 0.737
O -0.297 0.918 -0.655
N 0.895 -2.718 -0.633
C 0.762 0.000 -0.842
C -0.048 -1.869 -0.630
H -0.624 0.700 1.857
H 1.244 -0.102 0.151
H -1.130 -1.821 -0.248
H 0.529 -3.613 -0.434
H 1.172 0.093 -1.879
H -1.864 2.292 0.328
H 0.710 2.160 1.172
```

Atom charges from the natural (NBO) analysis, given in e for atoms 1 to 6:
1 Si 1.21
2 O -0.91
3 N -0.64
4 C -0.09
5 C 0.11
6 H -0.23

No. 6
An isolated molecule of C25H33F2N3O. Source: the OMol25 dataset; level of theory: the ωB97M-V functional and the def2-TZVPD basis.

HOMO energy: -8.43 eV
Relative energy (zero: lowest compared OMol25 entry of this formula, charge and spin): 0.00 kcal per mole
Largest force on an atom: 0.55 eV/A
Kohn-Sham gap: 9.193 eV
2S+1: 1

```
64
C25H33F2N3O, DFT the ωB97M-V functional and the def2-TZVPD basis
F 5.076 -2.131 2.516
F -0.657 2.274 -1.784
O -2.675 1.105 -3.870
N -3.759 0.724 0.285
N -2.166 -0.453 -2.340
N 1.325 -1.135 0.970
C -4.974 0.227 0.896
C 1.571 2.033 -1.114
C 3.002 0.505 -2.268
C -1.842 0.381 -3.357
C 3.597 1.641 3.120
C 0.539 1.671 -1.960
C -0.839 -1.036 2.082
C -1.533 -1.471 0.795
C 1.952 0.148 -3.096
C 0.585 -1.580 2.137
C 4.577 -0.885 2.709
C -3.560 -0.400 -1.919
C 2.737 -1.440 1.073
C -1.293 -1.444 -1.755
C 0.716 -1.645 -0.240
C 0.690 0.718 -2.961
C 2.813 1.444 -1.269
C 5.242 -0.040 3.577
C -3.906 0.888 -1.153
C -0.416 0.359 -3.909
C 2.948 0.779 2.255
C -3.300 1.932 0.940
C -0.683 -1.044 -0.398
C 4.744 1.234 3.782
C 3.425 -0.507 2.033
H 6.132 -0.387 4.078
H -0.482 -1.651 -2.456
H -2.513 -1.000 0.735
H -4.783 0.007 1.947
H -5.803 0.950 0.835
H 5.252 1.906 4.457
H 3.209 2.636 3.279
H -3.126 1.717 1.994
H -0.218 -0.618 -4.358
H -0.801 0.053 2.114
H -2.363 2.248 0.487
H 1.094 -1.209 3.030
H -3.234 1.673 -1.498
H -4.023 2.758 0.867
H 3.625 1.718 -0.614
H 2.921 -2.486 1.377
H -0.424 1.094 -4.722
H -1.652 -2.559 0.790
H 3.188 -1.301 0.084
H -4.177 -0.439 -2.823
H 0.641 -2.750 -0.230
H 2.052 1.078 1.736
H -0.584 0.043 -0.368
H -1.396 -1.387 2.952
H -5.284 -0.691 0.400
H 3.969 0.045 -2.403
H 2.110 -0.589 -3.871
H -4.929 1.196 -1.415
H -1.863 -2.372 -1.635
H -3.767 -1.273 -1.302
H 1.391 2.775 -0.352
H 1.344 -1.356 -1.086
H 0.559 -2.685 2.192
```

Atom charges from the natural (NBO) analysis, given in e for atoms 1 to 6:
1 F -0.34
2 F -0.34
3 O -0.63
4 N -0.46
5 N -0.45
6 N -0.45

Q: Which E values were calculated for the entries above? A: -5569.8007; -2395.2243; -2272.0741; -405.6487; -499.7721; -1411.6856, in hartree.